Below is a 2-piece molecular cluster, C5H7NO overall, with properties calculated with the ωB97M-V functional and the def2-TZVPD basis.

Last column: Mulliken charge in e.
Cartesian coordinates (Å):
C: -2.31 0.58 -1.12  -0.68
C: 0.24 -0.12 1.66  -0.62
C: 0.93 0.85 0.89  0.02
N: 2.00 0.33 0.29  -0.07
C: 1.74 -1.12 0.19  0.32
O: 2.48 -1.87 -0.37  -0.50
C: 0.57 -1.31 1.12  -0.20
H: -1.87 1.30 -1.82  0.23
H: -3.15 1.05 -0.60  0.26
H: -2.66 -0.30 -1.67  0.26
H: 0.61 1.87 0.68  0.40
H: 2.62 0.81 -0.35  0.26
H: 0.37 -2.31 1.49  0.37
H: -1.57 0.26 -0.39  -0.06

Properties
HOMO level (alpha / beta) = -8.9032 / -8.4440 eV
energy relative to the best compared isomer or geometry (same formula, charge and spin) = 3.727 eV
spin multiplicity = 1
gap between HOMO and LUMO (alpha / beta) = 7.57 / 7.08 eV
SMILES = O=C1C=C=CN1.C

Below is an isolated molecule of C5H7NO in a non-equilibrium geometry, with properties calculated with the ωB97M-V functional and the def2-TZVPD basis.

Last column: Mulliken charge in e.
Cartesian coordinates (Å):
C: 2.05 -0.97 0.88  0.17
C: 0.58 -1.40 0.90  -0.19
C: -0.79 0.97 0.16  -0.73
C: -0.41 0.26 -1.06  -0.72
C: 0.21 -0.05 0.24  0.52
N: 1.77 0.16 0.23  -0.17
O: 3.05 -1.55 1.25  -0.63
H: 0.20 -2.28 0.33  0.29
H: 0.22 -1.36 1.99  0.20
H: -0.45 1.98 0.22  0.22
H: -1.68 0.76 0.56  0.29
H: -0.96 -0.61 -1.31  0.24
H: 0.20 0.76 -1.87  0.23
H: 2.44 1.01 0.19  0.26

Properties
HOMO level = -9.3830 eV
energy relative to the best compared isomer or geometry (same formula, charge and spin) = 2.485 eV
spin multiplicity = 1
gap between HOMO and LUMO = 10.23 eV
SMILES = O=C1CC2(CC2)N1

Below is an isolated molecule of C5H7NO, with properties calculated with the ωB97M-V functional and the def2-TZVPD basis.

Last column: Mulliken charge in e.
Cartesian coordinates (Å):
C: 1.13 0.12 -1.61  -1.28
C: -0.10 -0.26 -0.76  0.46
C: 0.04 -1.53 -0.05  0.20
N: 0.07 -2.36 0.76  -0.54
C: -0.36 0.84 0.39  0.53
O: -0.08 1.99 0.18  -0.52
C: -0.94 0.33 1.70  -1.20
H: 2.06 -0.08 -1.07  0.34
H: 1.18 -0.41 -2.57  0.36
H: 1.06 1.19 -1.80  0.33
H: -0.98 -0.34 -1.41  0.27
H: -0.74 0.98 2.56  0.34
H: -0.54 -0.66 1.89  0.41
H: -2.02 0.19 1.61  0.29

Properties
HOMO level = -10.1450 eV
energy relative to the best compared isomer or geometry (same formula, charge and spin) = 0.844 eV
spin multiplicity = 1
gap between HOMO and LUMO = 10.80 eV
SMILES = CC(=O)[C@@H](C)C#N

Below is an isolated molecule of C5H7NO in a non-equilibrium geometry, with properties calculated with the ωB97M-V functional and the def2-TZVPD basis.

Last column: Mulliken charge in e.
Cartesian coordinates (Å):
C: -0.46 1.45 -1.43  -1.15
C: -0.70 0.43 -0.36  0.06
C: 0.22 -0.02 0.50  0.44
C: -0.04 -1.23 1.37  -0.66
O: 0.34 -2.40 0.67  -0.49
C: 1.57 0.49 0.44  -0.06
N: 2.64 0.92 0.43  -0.45
H: -0.86 2.42 -1.11  0.27
H: -0.97 1.16 -2.35  0.32
H: 0.61 1.56 -1.63  0.36
H: -1.71 0.03 -0.27  0.35
H: -0.09 -2.36 -0.20  0.37
H: 0.55 -1.21 2.29  0.34
H: -1.11 -1.24 1.65  0.29

Properties
HOMO level = -10.1291 eV
energy relative to the best compared isomer or geometry (same formula, charge and spin) = 1.234 eV
spin multiplicity = 1
gap between HOMO and LUMO = 10.67 eV
SMILES = C/C=C(\C#N)CO

Below is an isolated molecule of C5H7NO in a non-equilibrium geometry, with properties calculated with the ωB97M-V functional and the def2-TZVPD basis.

Last column: Mulliken charge in e.
Cartesian coordinates (Å):
C: 0.74 -0.12 1.58  -1.02
C: 0.87 -0.18 0.13  0.10
C: 0.04 -1.07 -0.94  -0.43
O: -1.35 -0.86 -0.79  -0.31
C: -1.71 0.41 -0.56  0.06
N: -0.96 1.41 -0.27  -0.54
C: 0.37 1.21 0.06  -0.21
H: -0.15 0.09 2.16  0.28
H: 1.55 -0.58 2.19  0.29
H: 1.94 -0.24 -0.12  0.35
H: 0.13 -2.16 -1.06  0.33
H: 0.37 -0.58 -1.86  0.29
H: -2.79 0.52 -0.65  0.38
H: 0.94 2.14 0.13  0.45

Properties
HOMO level (alpha / beta) = -7.6315 / -7.6336 eV
energy relative to the best compared isomer or geometry (same formula, charge and spin) = 3.882 eV
spin multiplicity = 1
gap between HOMO and LUMO (alpha / beta) = 7.84 / 7.84 eV

Below is C5H7NO as an isolated structure, with properties calculated with the ωB97M-V functional and the def2-TZVPD basis.

Last column: Mulliken charge in e.
Cartesian coordinates (Å):
O: 0.96 1.00 1.68  -0.46
C: 1.27 1.23 0.53  -0.21
C: 0.54 0.80 -0.71  0.38
C: 0.43 -0.64 -1.11  -0.56
C: -0.02 -1.41 0.14  -0.34
C: -1.20 -0.47 0.40  -0.45
N: -0.92 0.59 -0.63  -0.50
H: 2.23 1.75 0.31  0.34
H: 0.75 1.50 -1.52  0.30
H: -1.25 0.31 -1.54  0.39
H: 0.72 -1.45 0.95  0.24
H: -0.33 -2.42 -0.11  0.31
H: -1.24 -0.01 1.39  0.22
H: -2.18 -0.91 0.19  0.35

Properties
HOMO level = -8.3454 eV
energy relative to the best compared isomer or geometry (same formula, charge and spin) = 4.823 eV
spin multiplicity = 1
gap between HOMO and LUMO = 8.90 eV